1.
ORCA calculation (ωB97M-V/def2-TZVPD) on C8H25CrO5 as an isolated structure.

Results
spin multiplicity = 5
charge = +1
orbital gap (spin up / spin down) = 3.3 / 4.8 eV
F_max = 3.6 eV Å⁻¹
LUMO energy (spin up / spin down) = -8.78 / -7.35 eV

CARTESIAN COORDINATES (ANGSTROEM)
H 0.39952 -0.86329 4.43342
H -2.19426 -1.24665 0.98668
C -0.06140 0.09458 4.67454
C 1.42717 -1.84113 0.11851
H -3.74213 -1.44243 0.17172
H -1.92380 -2.00493 -1.38318
H 2.49838 -1.13074 1.57670
O 1.55233 1.60007 -1.93257
H 2.66414 1.76671 -4.27358
O 2.55694 -1.86922 0.96610
H 0.76569 0.19670 -3.09768
O -3.05532 0.49024 0.51202
O 0.52527 0.90740 2.50676
H 0.49489 -1.77944 0.67989
O -0.18323 2.05570 0.11923
H 0.67562 0.68335 5.22066
C -0.58794 0.77196 3.41036
H -1.06135 -0.51710 -1.09671
H -0.77764 0.01845 5.49266
H 1.40942 -3.98024 -0.18613
H 1.50074 3.07503 -4.27421
C 1.34791 -3.07169 -0.78517
H 2.15555 -3.17455 -1.50990
H -2.22767 0.96571 0.61458
C 1.59712 1.98931 -4.26992
H -0.16539 1.65016 -3.03569
C -2.82259 -0.85731 0.18560
C -2.05625 -0.96239 -1.09390
H -1.44181 0.20934 3.03291
H 1.13777 1.62942 -5.19056
H 0.39073 -3.15557 -1.29984
H 0.94060 1.57112 -1.19327
H -0.94038 1.77183 3.66361
H 1.54148 -0.89138 -0.40399
H 0.22088 1.29174 1.68139
Cr -0.56395 4.09562 0.22435
H -0.27806 1.15142 -0.23829
C 0.85949 1.28260 -3.08675
H -2.57849 -0.48021 -1.92026

---

2.
ORCA calculation (ωB97M-V/def2-TZVPD) on C8H26AgBN2O2 as an isolated structure.

Results
charge = 0
orbital gap = 9.0 eV
F_max = 5.1 eV Å⁻¹
LUMO energy = 0.31 eV

CARTESIAN COORDINATES (ANGSTROEM)
H -3.29943 -1.53719 -1.48918
H 2.04247 2.29336 3.75030
H 1.64356 -3.67398 -0.72652
O 0.47727 -1.90905 -0.56607
H -2.36658 -1.02535 -3.72158
H -4.11189 2.48165 0.29867
H 1.54279 2.15185 0.11570
O 3.01902 2.69994 1.31950
H 4.79144 1.66999 1.18136
C -1.99708 -2.01785 -3.46366
C 1.96821 1.78710 1.05063
H 1.30376 -3.17973 0.89794
H 1.82389 0.54651 3.32180
C 1.33576 1.50762 3.48332
H 0.49627 -2.41323 -2.67671
H -2.62737 1.56586 0.62551
N -0.26101 0.87614 1.67435
H -1.16155 1.05909 2.09344
H 4.91295 3.25053 0.58357
C 0.88152 -3.20149 -0.10672
C 0.01579 -1.80779 -1.90814
H 0.20594 -0.80086 -2.27967
C 0.82192 1.79648 2.09107
H 0.54954 1.48057 4.23779
H -2.82627 2.26758 -0.88731
H 4.11986 2.00928 -0.44882
N -2.35381 -1.38983 -1.16640
H 2.46365 0.81622 1.04505
H 0.05805 0.09294 2.22653
H -2.90706 -2.61618 -3.50880
H 0.03738 -3.89106 -0.10240
C 4.24824 2.38685 0.56561
H -3.85126 0.89586 -0.50256
H -2.33049 -1.85266 -0.26899
H 0.41937 2.80581 2.00566
H -1.28242 -2.36583 -4.20950
C -1.53427 -2.15875 -2.06449
H -1.63693 -3.18844 -1.72200
Ag -1.24013 0.80132 -0.64436
B -3.39125 1.78674 -0.10384

---

3.
ORCA calculation (ωB97M-V/def2-TZVPD) on C8H26BCdFN2O2 as an isolated structure.

Results
charge = 0
orbital gap = 4.6 eV
F_max = 5.2 eV Å⁻¹
LUMO energy = -4.74 eV

CARTESIAN COORDINATES (ANGSTROEM)
H -6.25323 -0.51983 -1.13743
H -5.22723 -0.29199 -2.49705
H -5.06101 -2.71267 -1.92534
H 6.28426 3.25304 1.31687
Cd -0.99999 -0.05347 -0.26971
N 3.31967 -0.75854 0.90987
C 4.05553 -0.44574 2.17320
H 4.60326 -2.48114 2.32436
H -4.52742 2.17172 0.11985
C 5.09133 -1.50667 2.30708
H -2.87912 -2.94631 -1.28096
H 4.87696 2.95021 0.32962
H -6.17102 1.57965 -0.26750
C -5.20595 -0.54953 -1.43813
H 6.51921 2.53351 -0.20318
C 5.83131 2.52647 0.64230
B 0.26311 1.91754 -2.93849
F -1.29623 0.85167 3.01529
H 0.36002 2.21236 -1.90508
H 3.38182 -0.62622 3.01083
O 5.58861 1.17741 1.09156
H -4.69788 -3.61027 0.13734
O -4.52082 0.41016 -0.63794
H 5.23129 1.27115 3.06461
H 3.91026 -0.37688 0.18486
H 5.60416 -1.44921 3.26718
C 4.69899 1.02981 2.14455
C -4.60796 -1.95334 -1.28796
H -4.14977 -2.11850 0.84650
H 0.80176 2.52948 -3.64533
H 0.53625 0.87648 -3.01490
H 5.85017 -1.45755 1.52615
C -4.86319 -2.53289 0.13417
H -5.25097 2.23700 -1.55849
N -3.26063 -2.04823 -1.54175
H 3.85877 1.72128 2.08131
H -0.79577 1.93297 -3.14531
H 3.47126 -1.75507 0.84625
C -5.14726 1.67794 -0.62854
H -5.91757 -2.39993 0.37648
H -3.30512 -2.26605 -2.52698

---

4.
ORCA calculation (ωB97M-V/def2-TZVPD) on C8H26BrN2O4 as an isolated structure.

Results
charge = -1
orbital gap = 7.6 eV
F_max = 9.2 eV Å⁻¹
LUMO energy = 3.12 eV

CARTESIAN COORDINATES (ANGSTROEM)
H -2.52686 2.96167 0.39971
H -1.04137 3.77062 0.74010
H -0.48661 0.36445 3.68255
C 0.26272 1.32415 1.02117
H 0.90160 2.17519 1.25711
N 1.90519 -0.48775 1.52566
H 3.21737 -0.26240 -0.16658
O -2.45946 -0.45895 -0.79727
C -1.11677 -2.91365 -1.80974
C 0.59211 0.07460 1.89232
O 3.89304 -0.65057 0.38933
C -1.44782 2.80958 0.42500
C -0.39369 -1.56598 -1.90156
H -3.96931 0.26059 0.27952
H 2.03992 -0.41965 0.52701
H 0.41635 1.11804 -0.03809
H -0.67999 -3.74213 -2.36735
H 0.99883 -0.46356 3.98347
H 1.41658 0.62689 -2.52488
H -2.48029 0.25108 1.19935
H 0.43578 1.14826 -3.55351
O -1.06614 1.80523 1.34547
H 1.07582 1.29756 3.60644
H 4.05545 0.00781 1.06489
H -1.17202 2.62548 -0.61333
H -2.13878 -2.77512 -2.16246
C 0.56770 0.35428 3.40610
H -0.64152 -0.75890 0.08541
Br 2.12199 0.49359 -0.96855
H -0.54640 0.46230 -1.17889
C -2.89493 0.42967 0.20724
H -1.13279 -3.09721 -0.73543
H 1.29311 -2.25119 -0.94212
O 1.11039 0.48242 -3.42021
H 1.68667 -1.45522 1.71632
H 1.53753 -0.85438 -1.63942
H -0.65439 -1.17962 -2.88688
N 1.01812 -1.71330 -1.75154
H -0.07788 -0.75550 1.66838
H -2.60928 1.44660 -0.06174
C -1.00997 -0.48489 -0.90315

---

5.
ORCA calculation (ωB97M-V/def2-TZVPD) on C8H26CdO6 as an isolated structure.

Results
charge = 0
orbital gap = 9.3 eV
F_max = 3.0 eV Å⁻¹
LUMO energy = 0.51 eV

CARTESIAN COORDINATES (ANGSTROEM)
C -1.98890 -2.25005 2.57982
H -0.36353 -1.36994 -3.69440
C -2.20586 1.47634 1.32211
C 3.28784 1.65209 -1.44285
H -2.77691 0.69190 -0.90258
H -2.66357 1.21727 -3.37239
H 1.20771 -1.12700 -2.90183
O -1.50699 0.86586 0.24627
H -4.40259 0.75569 -3.19167
H 2.67273 -2.28302 1.54867
C 4.21404 -0.83647 1.20130
H 2.29760 2.00563 -1.18308
H -2.60012 -1.50801 3.07198
O 1.99948 -0.85845 0.29485
Cd 0.03643 -0.49808 0.28731
H 4.71549 -1.25706 0.33785
H 3.82087 2.31317 -2.08688
H -1.47434 -0.88857 -1.79107
H -0.91435 0.61190 2.90030
H 4.71496 -0.91481 2.15725
H -3.70150 2.01376 -2.17367
H -1.01062 -2.24327 2.98657
C 2.75556 -1.17966 1.38113
H 2.46544 -0.78903 2.31741
C -3.48513 1.07817 -2.67890
H 3.81359 1.51905 -0.49443
H -2.43385 -3.20304 2.65791
C 0.18864 -0.72733 -2.98678
O 3.23268 0.38957 -2.12633
O -0.51125 -0.95557 -1.75499
H 4.22830 0.26630 1.07390
H -2.50333 -1.52994 0.71651
H -2.44145 2.49313 1.05304
H -2.00018 1.85422 3.47056
H 3.02692 -0.26164 -1.48113
H -0.58086 2.29008 2.43031
C -1.38372 1.59105 2.58214
H 0.31862 0.32103 -3.33964
O -1.73859 -1.89469 1.20917
O -3.14461 0.14743 -1.64137
H -3.16464 1.02199 1.41761

---

6.
ORCA calculation (ωB97M-V/def2-TZVPD) on C8H26FFeO5S3 as an isolated structure.

Results
spin multiplicity = 5
charge = +1
orbital gap (spin up / spin down) = 9.5 / 8.0 eV
F_max = 1.8 eV Å⁻¹
LUMO energy (spin up / spin down) = -2.15 / -2.17 eV

CARTESIAN COORDINATES (ANGSTROEM)
O -20.57800 -28.82783 26.57259
C -15.74510 -26.58616 27.36213
H -17.14951 -26.34845 22.70702
H -20.26696 -23.51422 26.35765
H -16.03356 -26.00922 24.02691
S -20.09393 -25.35190 27.89742
O -19.18580 -26.29704 27.14425
H -22.81874 -28.40999 23.62666
S -22.20665 -26.21705 24.12638
H -21.53405 -28.89650 26.53596
H -21.36112 -24.12044 23.35239
O -18.05054 -25.90983 24.55634
H -16.47191 -26.14839 28.04749
H -22.46856 -24.85540 22.12922
H -19.47130 -29.90143 28.01280
C -21.67545 -25.03357 22.85472
H -14.78516 -26.57872 27.88391
H -15.53757 -29.10291 29.19831
Fe -19.23350 -27.49992 25.40813
C -20.09697 -30.04756 27.12627
H -19.80676 -24.25715 30.01064
H -20.84659 -25.48153 22.30575
H -19.54090 -25.98789 30.14807
H -19.36220 -30.48460 26.43713
H -16.99091 -29.86941 28.50347
O -17.55994 -28.27937 26.36790
H -19.72704 -22.90119 27.94188
C -19.32664 -25.11437 29.53811
H -21.54992 -27.83802 22.49198
O -20.92088 -26.52277 24.86290
H -15.67041 -25.94331 26.49025
C -22.49214 -27.59512 22.98376
H -18.27003 -24.91512 29.38076
C -16.98400 -26.48997 23.77801
H -17.11343 -28.19825 29.12953
S -16.17806 -28.30237 26.97128
C -19.63710 -23.71388 27.22586
H -23.23088 -27.36771 22.21821
C -16.46259 -28.93117 28.65469
H -18.62696 -23.77737 26.81939
H -20.87535 -30.78881 27.28862
H -17.98670 -24.97628 24.33857
F -19.14683 -28.66805 23.81764
H -16.88173 -27.56533 23.89093